(1)
{
  "formula": "C24H70Cr2N5O19Sr",
  "method": "ωB97M-V/def2-TZVPD",
  "s_squared": 20.02,
  "charge": 1,
  "orbital_gap_ev": [7.64, 9.18],
  "multiplicity": 9,
  "lumo_ha": [-0.0687, -0.0693],
  "symbols": ["Cr", "Cr", "Sr", "C", "C", "O", "O", "H", "H", "H", "C", "O", "O", "O", "C", "O", "O", "O", "C", "C", "C", "O", "C", "N", "H", "H", "H", "H", "H", "H", "H", "H", "H", "H", "H", "C", "C", "C", "O", "C", "N", "H", "H", "H", "H", "H", "H", "H", "H", "H", "H", "H", "C", "C", "C", "O", "C", "N", "H", "H", "H", "H", "H", "H", "H", "H", "H", "H", "H", "C", "C", "C", "O", "C", "N", "H", "H", "H", "H", "H", "H", "H", "H", "H", "H", "H", "C", "C", "C", "O", "C", "N", "H", "H", "H", "H", "H", "H", "H", "H", "H", "H", "H", "O", "H", "H", "O", "H", "H", "O", "H", "H", "O", "H", "H", "O", "H", "H", "O", "H", "H"],
  "coordinates": [[-1.21911, -0.50675, -1.29470], [-1.54325, 1.83069, 1.28079], [2.67775, 2.37875, 0.27890], [-4.48994, 3.40761, 3.06099], [-3.50005, 2.63496, 2.31005], [-2.79557, 1.71873, 2.88476], [-3.41394, 2.80255, 1.06849], [-5.51070, 3.01219, 2.89534], [-4.51366, 4.48045, 2.75024], [-4.33518, 3.34714, 4.14006], [0.08521, 2.17474, -0.73500], [0.91747, 1.91847, -1.61042], [-0.99503, 1.40771, -0.76239], [0.13274, 2.97676, 0.30114], [0.64026, -0.23609, 1.07461], [-0.09301, 0.53354, 1.73439], [0.08207, -1.04904, 0.22349], [1.87763, -0.05242, 0.96174], [0.01971, -0.59972, -4.55117], [-0.88583, 0.59274, -4.39434], [-1.63144, 1.07202, -5.66660], [-2.55073, 0.06688, -6.04747], [-3.14335, 0.44467, -7.28095], [-1.88383, 0.33581, -3.25207], [-0.54842, -1.57794, -4.56199], [0.72795, -0.55361, -3.70127], [0.55024, -0.53162, -5.53922], [-0.27977, 1.45599, -4.02311], [-0.88051, 1.13469, -6.48940], [-2.03758, 2.09936, -5.46736], [-3.70044, 1.47382, -7.17832], [-3.92593, -0.32473, -7.56913], [-2.37971, 0.52396, -8.08394], [-2.74255, -0.12707, -3.64190], [-2.32930, 1.22025, -3.06623], [6.54236, 5.54633, 0.29235], [5.31211, 4.87691, -0.04958], [5.24335, 4.41938, -1.45901], [3.97430, 3.92576, -1.77036], [3.81311, 3.75231, -3.16305], [4.99183, 3.85876, 0.96334], [6.47291, 6.13262, 1.23860], [6.84311, 6.31435, -0.44022], [7.31552, 4.81211, 0.38579], [4.50711, 5.62281, 0.07357], [6.03332, 3.68217, -1.71961], [5.44611, 5.26817, -2.12614], [2.81924, 3.42427, -3.39807], [4.52864, 2.98704, -3.57728], [3.98088, 4.73681, -3.67906], [5.66944, 3.12266, 0.89736], [4.86044, 4.22384, 1.92227], [-3.02840, -2.64208, 4.85421], [-1.80118, -3.02986, 4.04326], [-1.91948, -4.46133, 3.57963], [-2.24916, -5.36048, 4.63415], [-2.57297, -6.58733, 4.11159], [-1.60957, -2.14048, 2.84650], [-2.98808, -3.07525, 5.85377], [-3.79563, -3.08640, 4.25333], [-3.16551, -1.57883, 4.85079], [-0.90591, -2.98354, 4.69403], [-0.99616, -4.86112, 2.99262], [-2.84625, -4.60060, 2.92850], [-3.61959, -6.52421, 3.64383], [-2.70304, -7.28211, 4.91588], [-1.94541, -7.02141, 3.37540], [-1.58851, -1.16890, 3.08771], [-0.69566, -2.28959, 2.45064], [2.13994, 1.68313, 5.12847], [2.98619, 2.02433, 3.87132], [3.85359, 0.79953, 3.48049], [4.62121, 1.05570, 2.30440], [5.62248, 0.01572, 2.25011], [2.20745, 2.58431, 2.82785], [2.72286, 1.21185, 5.95992], [1.26895, 0.94915, 4.84945], [1.63374, 2.58229, 5.54414], [3.62338, 2.82979, 4.05911], [3.33477, -0.14401, 3.36217], [4.65839, 0.62754, 4.32560], [6.18136, 0.03022, 3.17195], [6.23485, 0.11596, 1.43406], [5.13607, -0.97012, 2.10987], [1.31488, 2.14276, 2.65653], [1.96079, 3.52725, 3.18238], [-2.45045, -4.86566, -1.12015], [-1.55510, -3.61279, -0.86224], [-0.12798, -3.90164, -0.75442], [0.27894, -4.27305, -2.11815], [1.65467, -4.51881, -2.24917], [-1.67916, -2.50288, -1.85304], [-3.45411, -4.49592, -0.95372], [-2.18477, -5.52868, -0.31311], [-2.19138, -5.39910, -2.03687], [-1.83526, -3.22008, 0.14010], [0.06536, -4.79691, -0.06576], [0.42655, -3.03186, -0.35187], [1.96094, -4.76350, -3.28979], [2.02300, -5.34101, -1.55996], [2.26357, -3.62627, -1.99430], [-2.61360, -2.40015, -2.27377], [-1.10697, -2.79973, -2.64412], [-2.83997, 3.24946, -2.48963], [-3.09406, 3.14013, -1.57792], [-2.32589, 4.08607, -2.48016], [3.92644, 0.23915, -0.53769], [4.84465, 0.22938, -0.11775], [3.21799, -0.23535, 0.08854], [-3.79710, -2.26397, 1.43358], [-3.75134, -3.09481, 0.90865], [-2.93323, -2.30269, 2.11446], [-5.67939, 1.43788, -0.62607], [-5.32479, 2.19527, -0.18165], [-5.88019, 1.65914, -1.50840], [-3.61515, -2.32530, -4.14426], [-3.27871, -2.31857, -5.09004], [-4.54425, -2.15088, -4.24299], [-3.10163, -0.21221, -0.02683], [-4.00129, 0.13279, 0.08389], [-3.10270, -0.95106, 0.62202]]
}

***

(2)
{
  "formula": "C3H6N4O",
  "method": "ωB97M-V/def2-TZVPD",
  "orbital_gap_ev": [8.43, 8.43],
  "lumo_ha": [0.0239, 0.0239],
  "symbols": ["C", "C", "C", "N", "N", "N", "N", "O", "H", "H", "H", "H", "H", "H"],
  "coordinates": [[0.59731, -0.96444, 0.01259], [1.69622, -0.07578, 0.07060], [-2.70994, 0.45324, 0.05741], [-0.06942, 1.22765, -0.04498], [-1.71576, -0.52569, 0.05773], [-0.53064, -0.12533, 0.04720], [3.04633, -0.30137, 0.12300], [1.28144, 1.20241, 0.00813], [0.53209, -2.02569, -0.06072], [-3.57004, 0.04536, -0.45545], [-2.86953, 0.81948, 1.12929], [-2.41409, 1.42684, -0.33776], [3.60824, 0.15460, -0.57049], [3.11778, -1.31129, -0.03654]]
}

***

(3)
{
  "formula": "C4H12",
  "method": "ωB97M-V/def2-TZVPD",
  "smiles": "CC.CC",
  "orbital_gap_ev": 12.70,
  "lumo_ha": 0.0415,
  "symbols": ["C", "C", "H", "H", "H", "H", "H", "H", "C", "C", "H", "H", "H", "H", "H", "H"],
  "coordinates": [[-1.78153, 1.14298, 0.11108], [-1.01348, 2.45878, -0.19944], [-2.85776, 1.32758, 0.08228], [-1.66602, 0.50069, -0.76288], [-1.44410, 0.68966, 1.03306], [-0.05547, 2.43326, 0.32214], [-1.50876, 3.37839, 0.10048], [-0.80626, 2.48199, -1.26694], [0.70530, -1.47211, 0.17773], [2.06136, -2.13829, 0.00823], [-0.11039, -2.16899, 0.37026], [0.82917, -0.69017, 0.92414], [0.32264, -0.96546, -0.71514], [2.73320, -1.64287, -0.69368], [2.56927, -2.20694, 0.96242], [2.02282, -3.12850, -0.45376]]
}